1.
Below is 2 unconnected molecules or ions with the total composition C5H11NO2 at a distorted geometry, with properties calculated with ωB97M-V with the def2-TZVPD basis set.

The geometry in XYZ format:
```
19
Properties=species:S:1:pos:R:3:forces:R:3
O 1.163 -2.292 -0.824 -0.3727 0.0114 0.0383
C 0.085 -1.865 -1.177 1.1626 -0.0375 0.1040
C -0.897 -1.264 -0.216 -0.7398 -0.2239 -1.1959
C -1.501 0.050 -0.730 -0.2338 0.3375 0.9528
C -0.557 1.249 -0.631 -0.2294 0.2699 0.3442
C 1.367 1.806 0.510 0.5907 0.5822 0.5517
N 0.260 1.216 0.596 0.0557 -0.1951 -0.7826
H -0.104 -1.857 -2.268 -0.5360 0.0473 0.0922
H -0.398 -1.180 0.731 0.0307 0.1986 0.4017
H -1.751 -1.941 -0.098 0.2323 -0.2338 -0.0167
H -2.374 0.241 -0.103 0.0563 0.1225 0.1712
H -1.940 -0.027 -1.725 0.3581 -0.1847 -0.2218
H 0.066 1.333 -1.521 0.2180 -0.0498 -0.0640
H -1.131 2.178 -0.556 -0.1630 -0.1424 -0.2232
H 1.727 2.387 -0.346 -0.2667 -0.2869 -0.2968
H 2.046 1.838 1.361 -0.1946 -0.2043 0.1143
H 0.805 -0.057 2.147 0.1260 0.1259 0.1428
H 1.650 -1.307 2.171 0.1569 -0.0553 0.0549
O 1.483 -0.506 2.680 -0.2515 -0.0817 -0.1671
```
Forces are in eV/Å.

Results
SMILES string: C=NCCCC=O.O
charge: 0
Kohn-Sham gap: 0.397 Eh

These are the natural (NBO) partial charges, in e, on atoms 1 to 2: -0.53, 0.43

2.
Below is a gas-phase ion, C4H7N2O (charge +1) at a distorted geometry, with properties calculated with ωB97M-V with the def2-TZVPD basis set.

The geometry in XYZ format:
```
14
Properties=species:S:1:pos:R:3:forces:R:3
C -0.426 -1.878 1.206 -0.7475 0.7342 1.5109
C 0.613 -0.383 0.053 0.7950 0.2231 -1.2470
C -0.422 -1.442 -0.146 1.8181 -3.2558 -1.2323
C 0.312 2.020 -0.895 -0.2341 3.1477 -2.5955
N -1.004 1.080 0.843 -0.9017 0.2820 1.1056
N -0.143 1.016 0.063 -0.1700 0.3557 -1.1177
O 1.748 -0.337 0.290 0.6264 -0.2200 0.0786
H 0.519 -2.203 1.552 0.6437 -0.7040 0.5575
H 0.039 -2.357 -0.696 -0.4245 1.9084 0.1664
H -1.312 -1.120 -0.589 -1.2592 0.5806 -0.5183
H -1.138 -1.564 1.937 -0.6461 -0.1150 0.2555
H 1.372 2.272 -0.776 -0.2115 -0.6065 0.1992
H 0.088 1.905 -2.021 0.4261 -1.3430 1.7867
H -0.245 2.992 -0.823 0.2852 -0.9874 1.0504
```
Forces are in eV/Å.

Results
charge: +1
Kohn-Sham gap (spin up / spin down): 0.246 / 0.345 Eh

These are the natural (NBO) partial charges, in e, on atoms 1 to 2: -0.10, 0.68

3.
Below is 3 unconnected molecules or ions with the total composition C18H18F16NO5P at a distorted geometry, with properties calculated with ωB97M-V with the def2-TZVPD basis set.

The geometry in XYZ format:
```
59
Properties=species:S:1:pos:R:3:forces:R:3
C 1.936 -0.003 -2.256 -0.0382 0.1401 -0.1805
P 1.129 -0.373 -3.871 0.9302 -1.7405 -0.8229
C 1.445 0.997 -5.044 -0.7276 0.2417 0.2182
C -0.656 -0.553 -3.613 -0.6162 1.2684 0.6259
C -1.636 0.361 -3.492 0.3615 -0.2426 -0.3887
C -1.613 1.852 -3.547 -0.0577 0.0869 0.2619
C -1.447 2.428 -2.148 -0.3240 -0.1193 0.1053
N -2.294 2.317 -1.211 0.2531 0.1079 -0.1526
C -2.927 -0.357 -3.296 -0.0858 0.1422 -0.0963
O -4.031 0.096 -3.317 0.1349 -0.1508 0.3026
O -2.649 -1.688 -3.116 -0.3607 -0.0722 -0.3306
C -1.322 -1.891 -3.469 0.7068 0.0800 0.1151
O -0.863 -2.972 -3.617 -0.2005 -0.1731 0.0903
H 2.707 -0.761 -2.135 0.0112 0.0645 0.0279
H 2.410 0.978 -2.278 -0.0926 0.0584 0.0740
H 1.276 -0.078 -1.400 -0.1097 0.1446 -0.0530
H 1.104 1.995 -4.764 0.2855 0.0908 0.0316
H 0.946 0.721 -5.975 0.0257 -0.0053 0.0135
H 2.514 0.987 -5.247 0.0295 0.1004 0.1163
H -2.575 2.200 -3.931 0.0642 0.0093 -0.1381
H -0.803 2.208 -4.174 -0.1067 -0.0276 -0.1257
H -0.521 2.970 -1.950 0.0025 -0.0655 0.0607
H -3.129 1.816 -1.521 -0.0237 -0.0216 0.0111
C -0.704 4.098 2.281 -0.5821 0.3264 -0.0216
C 0.324 3.642 1.236 0.3402 0.0985 0.3244
C 0.298 2.177 0.802 -0.0752 -0.2141 -0.1455
F 0.552 1.341 1.830 0.0660 0.0694 0.1097
F 1.270 1.982 -0.135 -0.1224 0.1746 0.1618
F 1.569 3.993 1.623 -0.0396 -0.0506 -0.0008
F 0.041 4.352 0.101 -0.0787 -0.0351 -0.0581
O -0.289 4.196 3.632 0.5484 -0.2425 -0.1403
C -0.331 3.135 4.494 -0.3048 0.2150 -0.1225
C 1.067 2.739 4.985 0.1442 -0.0075 0.0757
F 1.875 2.441 3.949 -0.0583 -0.0419 -0.0369
F 0.958 1.645 5.770 -0.0032 0.0020 0.0146
F -0.998 2.087 3.982 0.0908 -0.0683 -0.0574
F -1.010 3.542 5.590 -0.0576 -0.0270 0.0862
H -0.924 5.129 2.008 0.0397 0.0103 -0.0148
H -1.641 3.550 2.181 0.1201 -0.2057 -0.0294
H -0.670 1.927 0.364 -0.0110 0.0859 0.0141
H 1.507 3.558 5.557 -0.0387 0.0077 0.0104
C -0.351 -2.750 0.921 -0.5717 0.3320 -0.0236
C 0.716 -3.166 -0.104 0.2748 0.0365 0.4610
C 0.674 -4.590 -0.667 -0.0556 -0.0446 -0.2518
F 0.834 -5.509 0.305 -0.0090 0.0465 0.1293
F 1.688 -4.729 -1.548 0.0031 0.0113 0.0328
F 1.945 -2.888 0.378 -0.0378 -0.0560 -0.0563
F 0.515 -2.359 -1.190 -0.1321 0.0033 -0.0122
O -0.011 -2.764 2.293 0.5536 -0.2328 -0.1393
C -0.134 -3.880 3.075 -0.3004 0.2177 -0.0994
C 1.223 -4.354 3.611 0.1396 -0.0143 0.0904
F 2.077 -4.606 2.601 -0.0611 -0.0444 -0.0588
F 1.037 -5.495 4.310 -0.0038 0.0034 0.0128
F -0.802 -4.866 2.453 0.1016 -0.0627 -0.0676
F -0.862 -3.526 4.157 -0.0617 -0.0319 0.0722
H -0.521 -1.693 0.717 0.0466 0.0072 -0.0159
H -1.301 -3.254 0.733 0.1100 -0.2098 -0.0278
H -0.272 -4.767 -1.187 0.0035 0.0152 0.0115
H 1.653 -3.590 4.262 -0.0392 0.0093 0.0070
```
Forces are in eV/Å.

Results
SMILES string: [H]/N=C\CC1=C(P(C)C)C(=O)OC1=O.FC(F)C(F)(F)COC(F)(F)C(F)F.FC(F)C(F)(F)COC(F)(F)C(F)F
charge: 0
Kohn-Sham gap: 0.268 Eh

These are the natural (NBO) partial charges, in e, on atoms 1 to 2: -0.92, 0.78

| no. | calculated total energy (Eh) |
| --- | --- |
| 1 | -402.305665 |
| 2 | -340.903891 |
| 3 | -3066.859387 |